{"formula": "C4H7Br2ClO", "method": "ωB97M-V with the def2-TZVPD basis set", "elements": ["Br", "Br", "Cl", "O", "C", "C", "C", "C", "H", "H", "H", "H", "H", "H", "H"], "xyz": [[3.511, 1.735, 0.874], [3.200, -1.952, 0.998], [4.594, 0.328, -1.369], [0.752, -1.672, -0.880], [0.118, -0.722, -0.543], [0.288, -0.016, 0.800], [3.258, 0.446, -0.421], [-0.945, -0.020, -1.327], [1.961, -2.003, 0.273], [1.068, 0.774, 0.844], [-1.875, -0.034, -0.927], [-0.629, 0.577, 0.950], [0.466, -0.707, 1.628], [-0.993, -0.535, -2.358], [-0.656, 1.017, -1.614]], "forces_ev_per_angstrom": [[0.304, 0.930, 1.018], [0.591, -0.495, 0.686], [1.432, -0.267, -1.009], [0.362, -1.392, -0.729], [-0.571, 2.711, 1.971], [-0.291, 0.679, 0.358], [-1.522, -0.151, -0.327], [2.953, -0.830, -5.103], [-0.238, 0.031, -0.462], [-0.216, -0.863, -0.462], [-2.688, -0.019, 1.582], [0.153, -0.483, 0.361], [-0.071, 0.097, -0.103], [-0.161, 0.591, 1.465], [-0.037, -0.538, 0.753]], "energy_ev": -158912.8772, "homo_lumo_gap_ev": 8.08, "total_charge": 0, "spin_multiplicity": 1}